Entry 1:
{
  "formula": "H3INP",
  "method": "ωB97M-V/def2-TZVPD",
  "symbols": ["P", "N", "I", "H", "H", "H"],
  "positions_angstrom": [[0.8249, -0.8351, 0.2760], [-0.6189, 0.5913, -0.1113], [-2.5267, 0.2688, 0.3865], [0.9040, -1.4118, -0.9798], [1.6887, 0.0934, -0.0714], [-0.2720, 1.2934, 0.5001]],
  "forces_ev_per_a": [[-3.87, 0.40, 0.99], [2.63, -2.52, -0.75], [-0.58, -0.37, 0.33], [-0.31, -0.17, -0.73], [1.95, 1.82, -0.55], [0.19, 0.85, 0.71]],
  "e_homo_ev": -8.604,
  "total_charge": 0,
  "orbital_gap_ha": 0.30411,
  "energy_ev": -18925.9950,
  "relative_energy_kj_mol": 232.3
}

=====

Entry 2:
{
  "formula": "H3INPS",
  "method": "ωB97M-V/def2-TZVPD",
  "symbols": ["N", "P", "S", "H", "H", "I", "H"],
  "positions_angstrom": [[-2.0949, 0.4959, 0.0682], [-0.9767, -0.8184, -0.0301], [-0.7187, 0.8652, 1.2108], [-3.0042, 0.4369, 0.6091], [-0.2759, -0.3960, -1.3136], [3.7284, -0.6312, 0.4377], [3.3419, 0.0475, -0.9820]],
  "forces_ev_per_a": [[-0.76, 0.83, 0.82], [0.30, 0.36, -0.67], [-0.42, -0.43, -0.80], [1.64, -0.59, -0.74], [-0.72, -0.18, 1.39], [-0.12, 0.13, -0.28], [0.07, -0.12, 0.28]],
  "e_homo_ev": -8.862,
  "total_charge": 0,
  "orbital_gap_ha": 0.33625,
  "energy_ev": -29761.8952,
  "relative_energy_kj_mol": 20.6
}